## one
DFT (ωB97M-V/def2-TZVPD) results for a single C4H5OP molecule.

Summary:
SMILES = OC1=[PH]=CC=C1
Gap between HOMO and LUMO = 9.3 eV
LUMO energy = 0.2069 eV
Charge = 0

Geometry as XYZ:
```
11
Properties=species:S:1:pos:R:3:mulliken_charge:R:1
O -0.38 2.66 -0.04 -0.562
C -0.08 0.91 -0.03 0.416
P 1.68 0.32 0.02 -0.149
C 0.95 -1.35 -0.04 -0.415
C -0.38 -1.36 -0.30 -0.262
C -1.02 -0.02 -0.32 -0.523
H -1.32 2.84 0.15 0.285
H 2.04 0.64 1.40 0.085
H 1.38 -2.29 -0.26 0.391
H -0.81 -2.34 -0.31 0.366
H -2.07 -0.01 -0.28 0.367
```

## two
DFT (ωB97M-V/def2-TZVPD) results for a single C4H5OP molecule.

Summary:
SMILES = O=P[C@H]1C=CC1
Gap between HOMO and LUMO = 8.3 eV
LUMO energy = -0.4750 eV
Charge = 0

Geometry as XYZ:
```
11
Properties=species:S:1:pos:R:3:mulliken_charge:R:1
O 2.74 1.03 -0.35 -0.429
P 2.20 -0.17 0.29 0.229
C 0.55 -0.45 -0.43 0.167
C -0.51 -1.18 0.37 -0.643
C -1.31 -0.13 0.55 -0.185
C -0.58 0.96 -0.20 -0.726
H 0.86 -1.04 -1.40 0.297
H -0.70 -2.19 0.65 0.419
H -2.21 -0.01 1.16 0.377
H -1.00 1.38 -1.11 0.267
H -0.05 1.78 0.47 0.225
```

## three
DFT (ωB97M-V/def2-TZVPD) results for a single C4H5OP molecule.

Summary:
Gap between HOMO and LUMO (alpha / beta) = 7.0 / 7.0 eV
LUMO energy (alpha / beta) = -0.7295 / -0.7371 eV
Charge = 0

Geometry as XYZ:
```
11
Properties=species:S:1:pos:R:3:mulliken_charge:R:1
C 0.98 -0.43 0.46 0.453
C -0.08 -1.23 -0.36 -0.549
C 0.22 0.79 0.08 -0.693
C -0.74 -0.06 -0.60 -0.324
O 2.25 -0.66 -0.09 -0.241
P 3.65 0.16 0.16 -0.055
H 1.01 -0.54 1.61 0.250
H -0.12 -2.37 -0.64 0.294
H -0.05 1.51 0.84 0.279
H 1.00 1.42 -0.50 0.150
H -1.57 0.07 -1.22 0.436
```

## four
DFT (ωB97M-V/def2-TZVPD) results for a molecular structure, C4H5OP.

Summary:
Gap between HOMO and LUMO = 7.4 eV
LUMO energy = -0.8080 eV
Charge = 0

Geometry as XYZ:
```
11
Properties=species:S:1:pos:R:3:mulliken_charge:R:1
C 1.10 0.25 0.17 -0.272
C 0.56 -0.46 -0.82 -0.568
C -0.31 0.81 0.52 -0.497
C -0.84 -0.09 -0.59 -0.322
O -0.54 2.23 -2.52 -0.343
P -1.53 1.20 -2.31 0.428
H 2.07 0.42 0.72 0.338
H 0.99 -1.18 -1.52 0.397
H -0.60 0.48 1.57 0.231
H -0.38 1.96 0.50 0.226
H -1.52 -0.91 -0.34 0.383
```

Which structure is the least stable? The one labeled three.